Record 1
Below is 2 unconnected molecules or ions with the total composition C10H11NS in a non-equilibrium geometry, with properties calculated with ωB97M-V/def2-TZVPD.

```
! wB97M-V def2-TZVPD RIJCOSX def2/J DEFGRID3
* xyz 0 3
H 2.72 -2.52 1.09
H 0.32 3.16 1.57
H 3.00 -0.86 0.86
N -1.25 -0.64 0.88
H 1.72 1.57 -1.85
C -0.19 1.43 0.62
C 1.28 -0.21 -0.90
H 2.42 -0.02 -2.76
C 0.69 2.27 0.99
H -2.09 -2.52 1.05
C 1.81 0.44 -1.94
H -3.52 -2.09 -0.90
C -2.02 0.90 -0.88
H -3.44 0.11 -2.19
C -2.98 -0.05 -1.24
C 2.23 -1.58 1.18
C -3.07 -1.23 -0.49
H -1.92 1.70 -1.62
H 1.66 2.18 0.49
H 1.74 -1.34 2.20
C -2.16 -1.45 0.53
C -1.18 0.57 0.22
S 1.09 -1.72 -0.20
*
```

Its energy above the lowest of the compared OMol25 structures with the same formula, charge and spin is 200.2 kJ/mol. For the HOMO energy (alpha / beta), the calculation gives -6.24 / -8.69 eV. The HOMO-LUMO gap (alpha / beta) comes out at 7.091 / 7.735 eV. As for the strongest force on any atom: 3.65 eV/Å.

Record 2
Below is a molecular structure, C10H12AlI2O5STl in a non-equilibrium geometry, with properties calculated with ωB97M-V/def2-TZVPD.

```
! wB97M-V def2-TZVPD RIJCOSX def2/J DEFGRID3
* xyz 4 1
C -0.87 -0.42 2.63
C 1.76 -1.05 2.90
H -0.28 -2.42 3.30
C 0.13 1.49 -1.89
H 1.34 -0.38 -1.75
O -0.24 -3.02 -2.36
I 1.59 2.44 2.66
O -1.74 -4.22 1.85
I -4.08 -1.04 -0.61
S -0.63 1.30 -0.16
Tl -1.47 -1.24 0.29
C -0.25 -2.35 -1.41
C 0.91 0.32 -2.48
H -1.79 0.94 -2.78
H 1.83 2.48 -0.97
H -0.78 2.05 -3.77
C 2.52 -0.18 0.28
H 0.31 -0.23 -3.22
H -1.64 2.65 -2.31
H -1.94 -1.97 3.84
O 2.33 -1.60 3.73
Al 0.62 0.43 1.54
H 1.42 3.04 -2.63
O 3.55 -0.21 -0.24
C -0.91 -1.58 3.65
C -1.10 1.80 -2.74
H 0.40 3.51 -1.22
C 1.01 2.71 -1.66
H -0.46 -1.20 4.61
O -1.78 0.45 2.64
H 1.77 0.74 -3.04
C -1.51 -3.24 1.34
*
```

Its energy above the lowest of the compared OMol25 structures with the same formula, charge and spin is 0.0 kJ/mol. For the HOMO energy (alpha / beta), the calculation gives -22.87 / -22.90 eV. The HOMO-LUMO gap (alpha / beta) comes out at 5.193 / 5.193 eV. As for the strongest force on any atom: 7.00 eV/Å.

Record 3
Below is a molecular structure, C10H12BF6N5O4S4V, with properties calculated with ωB97M-V/def2-TZVPD.

```
! wB97M-V def2-TZVPD RIJCOSX def2/J DEFGRID3
* xyz 1 3
C -1.68 3.95 -1.93
C 3.58 0.87 1.76
S -3.32 0.28 -0.79
H 4.03 0.69 2.72
S -0.09 -0.28 1.89
H 3.79 3.02 1.27
C 0.41 -1.92 1.58
S -1.60 2.18 -1.39
F -5.69 0.27 -1.81
C 1.57 -3.71 1.13
O -1.00 2.08 -0.03
N -3.09 1.73 -1.43
H 3.83 -2.26 0.87
C 2.51 2.65 -1.18
N -0.45 -2.96 1.48
B 3.04 -1.64 1.53
C -1.90 -2.90 1.67
H 3.42 2.87 -1.74
F -0.45 4.42 -1.83
H 3.32 -1.59 2.69
O -3.80 0.28 0.55
C 0.27 -4.09 1.19
N 2.80 1.71 -0.11
F -2.08 3.97 -3.18
H -2.27 -3.92 1.73
F -4.80 -1.68 -1.52
S 1.67 -0.46 -1.36
H -0.19 -5.05 1.07
H -2.38 -2.38 0.84
O -0.70 1.50 -2.30
H 1.78 2.22 -1.85
N 3.01 -0.14 1.03
O -2.11 -0.57 -1.04
F -2.50 4.63 -1.16
C 2.53 0.38 -0.10
C -4.59 -0.44 -1.92
N 1.65 -2.37 1.38
H -2.12 -2.37 2.59
V -0.28 0.15 -0.35
H 2.46 -4.30 0.93
F -4.14 -0.41 -3.16
H 2.12 3.57 -0.75
C 3.46 2.02 1.05
*
```

Its energy above the lowest of the compared OMol25 structures with the same formula, charge and spin is 0.0 kJ/mol. For the HOMO energy (alpha / beta), the calculation gives -12.04 / -12.18 eV. The HOMO-LUMO gap (alpha / beta) comes out at 7.272 / 8.451 eV. As for the strongest force on any atom: 0.66 eV/Å.

Record 4
Below is a molecular structure, C10H12BiN3O4SSe, with properties calculated with ωB97M-V/def2-TZVPD.

```
! wB97M-V def2-TZVPD RIJCOSX def2/J DEFGRID3
* xyz 0 1
H 0.37 -0.77 3.55
Se 4.21 -0.94 -5.26
N 1.55 0.02 -0.80
H -2.22 -2.22 -2.37
C -1.31 -1.76 -1.98
N 2.21 0.41 -3.59
O -1.00 3.03 4.44
N -2.54 -1.21 0.08
Bi 0.34 0.91 -2.55
O -2.32 1.06 3.82
C 0.50 -0.06 2.75
H 2.54 0.12 -1.04
C 0.02 1.24 2.92
H 0.38 -1.72 -3.36
S -1.06 1.58 4.31
H -0.76 -2.57 -1.50
C -1.73 -0.79 -0.88
C 1.18 0.51 0.53
H -1.07 -0.96 -3.99
H -0.14 3.20 2.10
C 0.22 2.19 1.93
O -0.47 0.82 5.40
C 3.01 -0.13 -4.27
H 0.89 2.56 -0.08
H -2.75 -0.59 0.85
C 1.08 -0.43 1.55
C -0.48 -1.12 -3.09
O -1.28 0.37 -0.87
C 0.79 1.83 0.72
H 1.35 -0.97 -0.81
H -2.90 -2.15 0.10
H 1.40 -1.45 1.38
*
```

Its energy above the lowest of the compared OMol25 structures with the same formula, charge and spin is 99.8 kJ/mol. For the HOMO energy, the calculation gives -8.06 eV. The HOMO-LUMO gap comes out at 6.418 eV. As for the strongest force on any atom: 0.40 eV/Å.

Record 5
Below is a gas-phase ion, C10H12BrFN (charge +1) in a non-equilibrium geometry, with properties calculated with ωB97M-V/def2-TZVPD.

```
! wB97M-V def2-TZVPD RIJCOSX def2/J DEFGRID3
* xyz 1 1
C -1.38 -2.34 0.61
C -1.14 -1.19 1.25
C -0.08 -0.17 0.80
C -1.47 1.34 -0.85
H -2.22 -2.80 1.00
C 0.71 -2.21 -0.58
H 2.84 1.63 -0.46
H -1.17 0.88 -1.76
C 0.84 -0.84 -0.15
H 0.65 3.02 0.51
C -0.53 1.30 0.30
H 2.24 1.55 1.10
C -0.52 -2.85 -0.39
H 0.61 2.54 -1.06
H -1.72 2.34 -1.07
Br -3.14 0.36 -0.35
C 1.92 1.35 -0.02
F 2.74 -0.31 -1.38
H 0.48 -0.06 1.69
H 1.45 -2.60 -1.22
H -0.70 -3.84 -0.85
C 0.66 2.22 -0.09
N 1.83 -0.01 -0.42
H -1.14 1.51 1.23
H -1.76 -0.80 2.16
*
```

Its energy above the lowest of the compared OMol25 structures with the same formula, charge and spin is 308.5 kJ/mol. For the HOMO energy, the calculation gives -12.71 eV. The HOMO-LUMO gap comes out at 7.528 eV. Its structure (SMILES) is F[N+]1=C2C=CC=C[C@@H]2[C@H](CBr)CC1. As for the strongest force on any atom: 4.67 eV/Å.

Record 6
Below is a molecular structure, C10H12BrIrN3O3, with properties calculated with ωB97M-V/def2-TZVPD.

```
! wB97M-V def2-TZVPD RIJCOSX def2/J DEFGRID3
* xyz 1 1
O -2.92 -1.44 2.22
C 0.88 -2.22 0.84
H 5.16 3.24 -1.12
H -1.49 -2.94 0.50
H 2.60 -1.93 2.10
C 3.13 2.97 -1.75
H 0.19 4.62 -2.27
C 2.25 3.96 -2.20
H 3.20 1.12 -0.66
H 1.17 -0.14 2.67
C -1.43 -1.86 0.35
C 0.89 3.88 -1.92
C 4.60 3.02 -2.03
Br -1.37 2.48 -0.78
Ir 0.10 0.54 0.50
N 1.27 1.84 -0.75
H 2.35 0.58 1.81
H 2.77 -1.26 0.46
O 0.79 -3.41 1.02
H 4.95 2.07 -2.42
C -2.00 -1.10 1.54
N 1.58 -0.08 1.74
N -0.05 -1.43 0.23
H 4.83 3.79 -2.77
H 2.63 4.79 -2.77
H -1.99 -1.62 -0.56
C 2.58 1.93 -1.02
C 2.09 -1.42 1.30
C 0.46 2.79 -1.20
O -1.34 0.07 1.74
*
```

Its energy above the lowest of the compared OMol25 structures with the same formula, charge and spin is 0.0 kJ/mol. For the HOMO energy, the calculation gives -11.85 eV. The HOMO-LUMO gap comes out at 6.993 eV. As for the strongest force on any atom: 0.65 eV/Å.

Record 7
Below is C10H12BrNO3 in the gas phase in a non-equilibrium geometry, with properties calculated with ωB97M-V/def2-TZVPD.

```
! wB97M-V def2-TZVPD RIJCOSX def2/J DEFGRID3
* xyz 0 1
C -0.94 -0.68 0.11
H -1.99 -1.72 2.20
C 3.08 0.91 0.62
H -0.22 1.53 1.25
C 2.93 -0.37 0.10
H -2.11 1.32 -2.42
Br -3.15 -1.25 -1.59
C -1.48 -0.32 -1.38
O -1.88 -0.19 0.96
H 3.89 -0.86 -0.11
H -0.71 -0.65 2.63
C 1.96 1.59 1.04
O -0.02 -0.33 -3.22
H 1.45 -1.91 -0.52
C 0.51 -0.07 0.36
H 2.14 2.46 1.50
H -1.95 1.61 -0.83
C 0.67 1.16 0.94
H -0.41 1.67 -1.69
N -0.53 -0.98 -2.33
H -2.59 -0.11 2.71
O -0.29 -2.15 -2.10
H -0.80 -1.78 0.39
C 1.61 -0.84 -0.07
C -1.44 1.22 -1.63
H 4.11 1.43 0.78
C -1.84 -0.71 2.29
*
```

Its energy above the lowest of the compared OMol25 structures with the same formula, charge and spin is 92.9 kJ/mol. For the HOMO energy, the calculation gives -9.53 eV. The HOMO-LUMO gap comes out at 9.417 eV. Its structure (SMILES) is CO[C@H](c1ccccc1)[C@](C)(Br)[N+](=O)[O-]. As for the strongest force on any atom: 4.69 eV/Å.

Record 8
Below is a molecular structure, C10H12BrNPPb in a non-equilibrium geometry, with properties calculated with ωB97M-V/def2-TZVPD.

```
! wB97M-V def2-TZVPD RIJCOSX def2/J DEFGRID3
* xyz -1 1
H -1.47 2.83 0.65
H 2.59 -1.02 -2.80
C 0.25 0.49 4.12
H 1.67 1.79 3.08
H 1.32 -3.42 -2.56
P -0.32 3.11 -0.17
C -0.38 -0.37 1.55
N 0.63 0.54 1.76
H -1.28 -3.06 -3.23
C 0.91 1.01 3.01
C 0.53 -0.24 -3.36
H -1.63 -0.48 -3.92
H -1.27 -0.91 4.79
Pb 1.81 1.48 0.04
H 0.52 0.86 5.11
C -0.50 -2.30 -3.23
H 0.70 0.83 -3.49
C 0.87 -2.48 -2.87
C -0.74 -0.48 3.95
H -0.88 3.16 -1.50
C -1.06 -0.89 2.65
C 1.53 -1.22 -2.96
H -0.59 -0.62 0.52
C -0.70 -0.93 -3.57
H -0.08 4.51 0.08
Br -2.45 -2.17 2.36
*
```

For the HOMO energy (alpha / beta), the calculation gives -2.20 / -2.68 eV. The HOMO-LUMO gap (alpha / beta) comes out at 4.235 / 5.188 eV. As for the strongest force on any atom: 1.96 eV/Å.

Record 9
Below is C10H12BrNSi in the gas phase in a non-equilibrium geometry, with properties calculated with ωB97M-V/def2-TZVPD.

```
! wB97M-V def2-TZVPD RIJCOSX def2/J DEFGRID3
* xyz 0 1
Br 1.86 3.03 0.25
H -3.62 1.14 0.10
C -1.24 -0.14 1.08
H -2.84 1.86 -1.32
C 0.15 -2.20 0.35
C -1.03 1.02 3.45
C 2.50 -0.76 -2.41
C -2.82 1.02 -0.63
H -0.93 1.49 4.39
C -1.50 0.95 0.04
H 2.21 -0.03 -3.16
C -1.14 0.47 2.40
C 0.06 -0.74 0.63
H -0.38 -2.46 -0.57
H -0.28 -2.78 1.16
Si 2.55 0.02 -0.67
H 1.20 -2.49 0.22
H -2.04 -0.89 1.08
C 1.07 0.17 0.39
H 3.48 -1.14 -2.69
H -3.01 0.10 -1.19
C 0.68 1.52 0.14
H 3.83 0.63 -0.34
N -0.56 1.79 -0.25
H 1.79 -1.58 -2.46
*
```

Its energy above the lowest of the compared OMol25 structures with the same formula, charge and spin is 60.3 kJ/mol. For the HOMO energy (alpha / beta), the calculation gives -6.84 / -6.32 eV. The HOMO-LUMO gap (alpha / beta) comes out at 6.319 / 5.415 eV. As for the strongest force on any atom: 1.05 eV/Å.